--- one ---
Density functional theory data (the ωB97M-V functional and the def2-TZVPD basis) for 2 unconnected molecules or ions with the total composition C3H12N3O.

Bonds (Å) are listed after each position.
Positions of all 19 atoms, in Å:
1 C -0.318 1.005 -2.083  C3 1.502, H8 1.076, H9 1.053, H10 1.161
2 C 0.486 1.915 0.137  C3 1.471, O7 1.377, H11 1.215, H12 1.029
3 C -0.330 0.926 -0.583  C1 1.502, C2 1.471, N5 1.316
4 N 0.574 -3.030 0.521  H13 1.045, H14 1.016, H17 1.087
5 N -0.841 -0.150 -0.022  C3 1.316, N6 1.368, H15 1.079
6 N -1.198 -0.292 1.290  N5 1.368, H16 0.931, H18 1.005
7 O 1.032 1.315 1.250  C2 1.377, H19 0.903
8 H -0.835 1.921 -2.309  C1 1.076
9 H 0.672 1.017 -2.443  C1 1.053
10 H -0.859 0.109 -2.583  C1 1.161
11 H -0.049 2.925 0.552  C2 1.215
12 H 1.232 2.297 -0.459  C2 1.029
13 H 1.238 -3.583 -0.067  N4 1.045
14 H -0.170 -3.680 0.762  N4 1.016
15 H -1.073 -1.020 -0.616  N5 1.079
16 H -1.050 0.463 1.815  N6 0.931
17 H 1.161 -2.784 1.402  N4 1.087
18 H -1.212 -1.218 1.682  N6 1.005
19 H 1.541 1.864 1.755  O7 0.903

Values from the calculation:
highest occupied orbital energy = -13.87 eV
total charge = +1
frontier orbital gap = 9.93 eV

=====

--- two ---
Density functional theory data (the ωB97M-V functional and the def2-TZVPD basis) for 2 unconnected molecules or ions with the total composition C3H12N3O.

Bonds (Å) are listed after each position.
Positions of all 19 atoms, in Å:
1 C -0.504 0.096 2.577  C2 1.531, H7 1.089, H8 1.092, H9 1.086
2 C -1.129 -0.382 1.264  C1 1.531, N3 1.466, H10 1.088, H11 1.090
3 N -0.216 -0.329 0.118  C2 1.466, C4 1.309, H12 1.013
4 C 0.049 0.783 -0.520  N3 1.309, N5 1.362, N6 1.326
5 N 0.777 0.772 -1.671  C4 1.362, H13 1.015, H14 1.012
6 N -0.384 1.967 -0.109  C4 1.326, H15 1.007, H16 1.008
7 H 0.296 0.822 2.448  C1 1.089
8 H -0.097 -0.734 3.158  C1 1.092
9 H -1.297 0.508 3.194  C1 1.086
10 H -1.509 -1.398 1.344  C2 1.088
11 H -2.024 0.185 1.009  C2 1.090
12 H 0.321 -1.155 -0.119  N3 1.013
13 H 1.016 -0.153 -2.015  N5 1.015
14 H 1.591 1.371 -1.724  N5 1.012
15 H -0.492 2.756 -0.725  N6 1.007
16 H -0.824 1.999 0.797  N6 1.008
17 H 1.835 -2.738 -1.156  O19 0.962
18 H 0.941 -2.831 -2.419  O19 0.964
19 O 1.105 -2.318 -1.620  H17 0.962, H18 0.964

Values from the calculation:
highest occupied orbital energy = -14.68 eV
total charge = +1
frontier orbital gap = 11.86 eV

=====

Least stable structure: one

=====

--- one ---
Density functional theory data (the ωB97M-V functional and the def2-TZVPD basis) for 2 unconnected molecules or ions with the total composition C3H12N3O.

Bonds (Å) are listed after each position.
Positions of all 19 atoms, in Å:
1 C 2.204 0.348 2.873  O2 1.438, H4 1.088, H5 1.090, H6 1.082
2 O 2.289 0.079 1.463  C1 1.438, H3 0.963
3 H 2.740 0.842 1.086  O2 0.963
4 H 1.793 1.334 3.081  C1 1.088
5 H 3.196 0.235 3.313  C1 1.090
6 H 1.526 -0.362 3.327  C1 1.082
7 C 0.710 0.254 -1.238  N10 1.470, H17 1.078, H18 1.090, H19 1.088
8 C -1.694 -0.386 -1.217  N9 1.337, N10 1.316, N11 1.339
9 N -2.055 0.653 -0.456  C8 1.337, H12 1.010, H13 1.009
10 N -0.439 -0.613 -1.539  C7 1.470, C8 1.316, H14 1.010
11 N -2.659 -1.172 -1.712  C8 1.339, H15 1.007, H16 1.009
12 H -1.308 1.222 -0.084  N9 1.010
13 H -2.894 0.595 0.102  N9 1.009
14 H -0.245 -1.412 -2.127  N10 1.010
15 H -2.425 -2.097 -2.033  N11 1.007
16 H -3.628 -0.990 -1.498  N11 1.009
17 H 1.535 -0.382 -0.963  C7 1.078
18 H 0.520 0.860 -0.353  C7 1.090
19 H 0.836 0.993 -2.027  C7 1.088

Values from the calculation:
highest occupied orbital energy = -13.47 eV
total charge = +1
frontier orbital gap = 10.44 eV

=====

--- two ---
Density functional theory data (the ωB97M-V functional and the def2-TZVPD basis) for 2 unconnected molecules or ions with the total composition C3H12N3O.

Bonds (Å) are listed after each position.
Positions of all 19 atoms, in Å:
1 C 0.120 -1.872 0.156  C3 1.496, H8 1.086, H9 1.090, H10 1.086
2 C 1.375 0.745 0.851  O7 1.385, H11 1.079, H12 1.081
3 C -0.225 -0.426 -0.020  C1 1.496, N4 1.467, N5 1.404
4 N -0.050 0.119 -1.371  C3 1.467, H13 1.025, H14 1.057, H17 1.059
5 N -1.491 -0.042 0.449  C3 1.404, N6 1.416, H15 1.014
6 N -1.887 1.241 0.000  N5 1.416, H16 1.016, H18 1.021
7 O 2.167 0.944 -0.268  C2 1.385, H19 0.965
8 H 0.136 -2.134 1.209  C1 1.086
9 H -0.622 -2.504 -0.333  C1 1.090
10 H 1.098 -2.088 -0.263  C1 1.086
11 H 1.794 0.148 1.645  C2 1.079
12 H 0.893 1.662 1.158  C2 1.081
13 H -0.201 -0.555 -2.129  N4 1.025
14 H 0.921 0.533 -1.417  N4 1.057
15 H -1.677 -0.278 1.418  N5 1.014
16 H -2.897 1.259 -0.101  N6 1.016
17 H -0.776 0.889 -1.374  N4 1.059
18 H -1.621 1.991 0.638  N6 1.021
19 H 2.942 0.369 -0.247  O7 0.965

Values from the calculation:
highest occupied orbital energy = -12.31 eV
total charge = +1
frontier orbital gap = 9.46 eV

=====

Least stable structure: two

=====

--- one ---
Density functional theory data (the ωB97M-V functional and the def2-TZVPD basis) for C2H3Cl2NO2 in the gas phase.

Bonds (Å) are listed after each position.
Positions of all 10 atoms, in Å:
1 C 1.149 -0.281 0.052  C2 1.542, H8 1.064, H9 1.021, H10 1.060
2 C -0.377 -0.469 -0.056  C1 1.542, N3 1.543, Cl6 1.714, Cl7 1.831
3 N -0.993 0.945 0.004  C2 1.543, O4 1.191, O5 1.190
4 O -0.177 1.813 0.027  N3 1.191
5 O -2.164 1.150 0.048  N3 1.190
6 Cl -0.884 -1.240 -1.501  C2 1.714
7 Cl -0.953 -1.235 1.504  C2 1.831
8 H 1.592 -1.222 -0.173  C1 1.064
9 H 1.338 0.255 -0.796  C1 1.021
10 H 1.468 0.283 0.891  C1 1.060

Values from the calculation:
highest occupied orbital energy = -11.35 eV
SMILES = CC(Cl)(Cl)[N+](=O)[O-]
frontier orbital gap = 11.21 eV

=====

--- two ---
Density functional theory data (the ωB97M-V functional and the def2-TZVPD basis) for 2 unconnected molecules or ions with the total composition C2H3Cl2NO2.

Bonds (Å) are listed after each position.
Positions of all 10 atoms, in Å:
1 C -0.714 -0.453 0.674  N3 1.373, H8 1.076, H9 1.075
2 C 1.551 0.029 -0.469  Cl6 1.683, Cl7 1.685, H10 1.081
3 N -1.529 0.346 -0.089  C1 1.373, O4 1.225, O5 1.228
4 O -2.169 -0.181 -0.990  N3 1.225
5 O -1.552 1.548 0.160  N3 1.228
6 Cl 2.521 -1.264 0.001  C2 1.683
7 Cl 1.922 1.595 0.034  C2 1.685
8 H -0.743 -1.516 0.509  C1 1.076
9 H -0.351 -0.046 1.600  C1 1.075
10 H 1.065 -0.056 -1.430  C2 1.081

Values from the calculation:
highest occupied orbital energy (spin up / spin down) = -9.94 / -9.13 eV
frontier orbital gap (spin up / spin down) = 8.73 / 7.27 eV

=====

Least stable structure: two